#a
8
Properties=species:S:1:pos:R:3:lowdin_charge:R:1 method="wB97M-V/def2-TZVPD" gap_ev=8.30 multiplicity=1
C -0.0820 0.6122 -0.1895 -0.44
N -0.9149 -0.1993 0.5985 -0.74
S -0.4836 -2.1813 -0.0780 0.54
I -2.9253 0.0365 -0.0221 0.68
H -0.4091 1.6790 -0.1429 0.07
H 0.9841 0.5133 0.2571 0.11
H 0.0037 0.3000 -1.1992 0.03
H 0.7685 -2.2137 0.1915 -0.25


#b
8
Properties=species:S:1:pos:R:3:lowdin_charge:R:1 method="wB97M-V/def2-TZVPD" gap_ev=7.73 multiplicity=1
C 0.0131 0.6495 -0.7121 -0.39
N -0.1012 -0.3741 0.2351 -0.97
S 1.1737 -1.1961 0.8944 0.68
I -1.6025 0.4744 1.6209 0.65
H -0.9315 0.6921 -1.1971 0.05
H 0.2517 1.6329 -0.4931 0.03
H 0.7957 0.3643 -1.4439 0.09
H 0.4008 -2.2432 1.0958 -0.14


Consider the structures shown above. The most stable of them is #b.